The following is a quantum chemistry calculation of C46H35BCl7N4O8ReS as an isolated structure at a distorted geometry, from the OMol25 dataset.

Each line ends with the Mulliken charge.
Element x y z (Å)
Re -0.244 1.964 -0.498  1.47
O -4.053 5.754 -1.359  -0.70
C -4.180 5.499 -0.047  0.28
C -5.152 6.209 0.661  -0.66
C -5.335 5.987 2.012  -0.27
C -4.556 5.053 2.689  -0.98
C -3.591 4.352 1.990  -0.35
C -3.380 4.560 0.628  0.39
C -2.327 3.785 -0.064  1.06
O -1.599 2.974 0.658  -0.93
N -2.170 3.967 -1.344  -1.38
N -1.120 3.172 -1.836  0.72
C -0.813 3.312 -3.089  -0.46
C 0.328 2.666 -3.701  0.80
C 0.488 2.878 -5.085  -0.94
C 1.535 2.364 -5.811  -0.87
C 2.503 1.605 -5.141  -0.73
C 2.387 1.383 -3.792  0.14
C 1.307 1.877 -3.028  0.65
O 1.308 1.567 -1.749  -1.22
H -3.326 5.165 -1.696  0.61
H -5.754 6.926 0.118  0.42
H -6.096 6.546 2.544  0.36
H -4.705 4.873 3.745  0.41
H -2.975 3.609 2.480  0.47
H -1.426 3.975 -3.695  0.24
H -0.268 3.472 -5.588  0.34
H 1.608 2.543 -6.875  0.36
H 3.343 1.186 -5.685  0.39
H 3.122 0.795 -3.256  0.28
Cl -5.820 -0.030 -4.896  -0.24
C -4.392 0.082 -3.927  0.37
C -3.145 -0.261 -4.438  0.41
Cl -3.018 -0.807 -6.078  -0.23
C -2.005 -0.172 -3.651  0.88
Cl -0.467 -0.669 -4.264  -0.13
C -2.051 0.280 -2.314  -0.63
O -0.989 0.301 -1.570  -0.14
C -3.334 0.595 -1.825  -1.29
O -3.444 0.999 -0.517  -0.22
C -4.473 0.494 -2.600  0.25
Cl -5.994 0.885 -1.875  -0.23
Cl 6.474 3.955 0.772  -0.24
C 5.788 2.360 0.634  0.16
C 4.731 2.138 -0.230  -1.08
C 4.217 0.856 -0.327  0.65
C 4.723 -0.204 0.428  -0.59
C 4.054 -1.550 0.275  1.37
C 3.127 -1.882 1.452  -0.97
N 2.132 -0.835 1.599  0.40
C 1.980 0.039 2.652  -0.73
C 1.083 0.978 2.242  -0.92
N 0.723 0.712 0.938  0.35
C 1.347 -0.391 0.597  -1.06
O 4.969 -2.619 0.113  -0.43
C 4.653 -3.499 -0.965  -0.99
C 4.904 -2.890 -2.311  0.35
C 3.970 -2.378 -3.166  0.55
Cl 2.265 -2.356 -2.964  -0.09
S 4.657 -1.722 -4.590  -0.13
C 6.234 -2.117 -4.059  -0.50
C 6.220 -2.723 -2.845  -0.69
C 5.766 0.072 1.302  0.93
Cl 6.424 -1.157 2.356  -0.23
C 6.313 1.340 1.407  -0.77
H 4.314 2.944 -0.816  0.61
H 3.381 0.686 -1.000  0.07
H 3.434 -1.449 -0.617  -0.85
H 3.688 -1.941 2.383  0.33
H 2.655 -2.850 1.270  0.20
H 2.522 -0.088 3.573  0.60
H 0.684 1.830 2.763  0.64
H 1.262 -0.856 -0.371  0.90
H 3.624 -3.866 -0.885  0.30
H 5.326 -4.346 -0.826  0.48
H 7.087 -1.871 -4.669  0.45
H 7.109 -3.052 -2.326  0.44
H 7.128 1.528 2.090  0.46
C -1.988 -5.591 2.980  -2.02
C -2.376 -4.583 4.063  2.12
C -3.686 -5.045 4.714  -1.64
C -1.265 -4.581 5.120  -1.63
C -2.580 -3.178 3.485  0.65
C -2.701 -2.086 4.346  -0.45
C -2.932 -0.787 3.889  -1.82
C -3.037 -0.617 2.531  0.77
O -3.253 0.536 1.825  -0.34
B -3.258 0.127 0.491  0.93
O -3.069 -1.253 0.371  -0.43
C -2.924 -1.689 1.663  0.30
C -2.702 -2.971 2.105  -0.95
H -1.729 -6.545 3.445  0.44
H -1.125 -5.252 2.404  0.42
H -2.808 -5.778 2.285  0.33
H -3.584 -6.060 5.106  0.43
H -4.501 -5.036 3.989  0.36
H -3.966 -4.387 5.538  0.36
H -1.143 -5.586 5.530  0.45
H -1.486 -3.911 5.950  0.32
H -0.313 -4.272 4.684  0.36
H -2.626 -2.240 5.415  0.35
H -3.021 0.048 4.569  0.48
H -2.626 -3.775 1.388  0.49

The relative energy (zero: lowest compared OMol25 entry of this formula, charge and spin) comes out at 81.88 kJ/mol. The total charge is -1. The orbital gap (alpha / beta) comes out at 0.20555 / 0.17905 Ha. Its expectation value of S² is 0.922. The spin multiplicity is 2. As for the maximum force: 0.0220 Eh/bohr.

=====

The following is a quantum chemistry calculation of C46H36Cl4GeN6O3SY as an isolated structure at a distorted geometry, from the OMol25 dataset.

Each line ends with the Mulliken charge.
Element x y z (Å)
Y 0.630 -2.371 0.240  1.61
O -3.065 -3.779 -0.810  -0.65
S -2.426 -2.689 -0.063  1.57
O -1.327 -3.326 0.782  -0.53
N -1.656 -1.522 -0.930  0.15
C -2.383 -0.925 -1.938  -0.19
C -3.484 -1.506 -2.558  -0.68
C -3.808 -1.230 -3.915  -1.08
C -3.234 -0.169 -4.544  -0.95
C -2.301 0.670 -3.889  0.63
C -1.749 1.775 -4.546  -0.45
C -0.747 2.511 -3.866  -0.78
C -0.324 2.165 -2.601  -0.36
N -0.898 1.049 -1.977  0.84
C -1.872 0.275 -2.581  0.19
C -3.768 -1.932 0.888  0.58
C -4.520 -2.860 1.595  -0.88
C -5.609 -2.413 2.306  -0.72
C -5.906 -1.044 2.258  -0.59
C -4.925 -0.105 1.832  -0.59
C -3.871 -0.554 1.042  -0.11
H -3.956 -2.382 -2.097  0.60
H -4.534 -1.834 -4.410  0.52
H -3.543 0.091 -5.532  0.46
H -2.132 2.125 -5.490  0.50
H -0.320 3.447 -4.314  0.40
H 0.338 2.830 -2.081  0.61
H -4.300 -3.888 1.561  0.55
H -6.263 -3.024 2.906  0.45
H -6.829 -0.614 2.680  0.41
H -4.965 0.957 2.124  0.42
H -3.135 0.075 0.507  0.35
C 0.870 -6.480 -2.117  -0.91
C 0.341 -5.303 -1.521  -0.05
N 0.948 -4.716 -0.470  0.07
C 1.993 -5.343 0.094  0.42
C 2.531 -6.563 -0.320  0.69
C 1.957 -7.053 -1.532  -0.67
C 3.437 -7.247 0.532  -0.77
C 3.871 -6.754 1.715  -1.16
C 3.443 -5.439 2.117  1.00
C 3.993 -4.803 3.230  -0.56
C 3.676 -3.460 3.445  -1.01
C 2.549 -2.886 2.781  0.00
N 2.029 -3.521 1.717  -0.08
C 2.485 -4.760 1.335  0.39
H 0.306 -6.883 -2.963  0.46
H -0.557 -4.760 -1.932  0.37
H 2.400 -7.993 -1.926  0.40
H 3.781 -8.230 0.145  0.38
H 4.575 -7.192 2.417  0.42
H 4.638 -5.416 3.869  0.45
H 4.188 -2.833 4.156  0.44
H 2.191 -1.881 2.970  0.45
Cl -1.156 -0.977 4.963  -0.02
C -0.554 0.400 4.001  0.96
Cl 0.838 1.175 4.851  -0.02
Cl -1.721 1.658 3.462  0.01
C -0.163 -0.206 2.704  -0.23
N 0.219 -0.895 1.842  -0.60
Ge 0.912 4.192 1.301  0.46
C 1.280 5.158 -0.369  0.28
C 2.650 5.387 -0.594  -0.66
C 3.012 6.108 -1.744  -0.45
C 2.011 6.533 -2.643  -0.66
C 0.681 6.246 -2.404  -0.38
C 0.264 5.622 -1.225  -0.21
C -0.359 5.361 2.324  0.05
C -1.744 5.454 2.182  0.11
C -2.507 6.353 2.941  -0.75
C -1.866 6.979 4.022  -0.38
C -0.487 6.849 4.192  -0.69
C 0.253 6.049 3.345  -0.50
H 2.067 4.217 2.313  -0.12
H 3.362 4.921 0.062  0.39
H 4.030 6.221 -2.036  0.41
H 2.432 6.882 -3.553  0.39
H -0.012 6.442 -3.211  0.49
H -0.803 5.478 -0.893  0.36
H -2.226 4.763 1.531  0.46
H -3.568 6.534 2.711  0.37
H -2.465 7.446 4.800  0.40
H 0.044 7.433 4.942  0.38
H 1.312 5.916 3.518  0.30
Cl 3.161 -1.538 -5.157  -0.14
C 3.193 -1.265 -3.468  -0.20
C 4.306 -0.659 -2.846  -0.16
C 4.234 -0.263 -1.509  -1.07
C 3.066 -0.581 -0.809  0.10
N 2.074 -1.361 -1.342  -0.12
C 2.103 -1.604 -2.659  -0.22
H 5.154 -0.516 -3.463  0.51
H 5.037 0.329 -1.060  0.47
H 2.927 -0.165 0.199  0.45
H 1.131 -1.926 -3.105  0.45
O 0.037 2.626 0.860  0.05
H -0.688 0.878 -0.953  -0.22
H -0.232 2.058 1.658  -0.11

The relative energy (zero: lowest compared OMol25 entry of this formula, charge and spin) comes out at 361.93 kJ/mol. The total charge is +3. The orbital gap comes out at 0.21891 Ha. As for the maximum force: 0.0866 Eh/bohr.

=====

The following is a quantum chemistry calculation of C46H36Cl5CrN2OP2S as an isolated structure, from the OMol25 dataset.

Each line ends with the Mulliken charge.
Element x y z (Å)
Cr -0.045 0.291 1.552  -0.78
Cl -0.234 -0.904 3.792  -0.17
C 1.480 -0.997 3.311  0.91
C 1.743 -0.385 2.112  -0.98
C 3.013 -0.521 1.584  1.28
Cl 3.364 0.072 -0.014  -0.10
C 3.990 -1.233 2.283  0.07
Cl 5.548 -1.432 1.609  -0.13
C 3.683 -1.826 3.515  0.52
Cl 4.863 -2.721 4.359  -0.14
C 2.399 -1.718 4.046  -0.30
Cl 1.938 -2.459 5.512  -0.15
C -1.266 -0.196 -5.223  -1.70
C 0.016 -0.718 -4.542  1.53
C 0.943 -1.323 -5.598  -2.10
C 0.687 0.458 -3.839  0.53
C 1.459 1.414 -4.499  -0.03
C 1.934 2.549 -3.856  -1.69
C 1.632 2.777 -2.519  -0.75
C 0.876 1.838 -1.829  0.42
P 0.248 2.033 -0.145  1.58
C -1.531 2.310 -0.388  0.56
C -2.007 3.270 -1.277  -0.10
C -3.375 3.443 -1.445  -0.97
C -4.275 2.655 -0.737  -0.84
C -3.814 1.674 0.131  -1.40
C -2.449 1.514 0.294  0.29
C 1.043 3.563 0.431  0.85
C 2.429 3.564 0.605  -0.41
C 3.083 4.722 1.007  -0.74
C 2.358 5.882 1.246  -0.71
C 0.978 5.880 1.082  -0.68
C 0.321 4.726 0.673  -0.74
C 0.448 0.703 -2.504  -0.91
O -0.283 -0.153 -1.728  0.57
C -0.498 -1.435 -2.158  -0.26
C -0.847 -2.337 -1.170  -0.48
C -1.182 -3.636 -1.551  -0.16
C -1.123 -3.996 -2.885  -1.64
C -0.707 -3.072 -3.838  -0.11
C -0.382 -1.764 -3.500  0.49
P -0.708 -1.956 0.610  1.68
C 0.446 -3.265 1.147  1.13
C 0.156 -4.284 2.048  -0.61
C 1.133 -5.221 2.379  -0.84
C 2.394 -5.147 1.810  -0.70
C 2.682 -4.142 0.890  -0.75
C 1.714 -3.209 0.561  -0.86
C -2.415 -2.241 1.211  1.13
C -2.753 -2.688 2.494  -0.86
C -4.084 -2.853 2.853  -1.12
C -5.097 -2.556 1.951  -0.68
C -4.775 -2.083 0.687  -0.76
C -3.447 -1.929 0.319  -0.56
H -1.018 0.565 -5.967  0.42
H -1.946 0.248 -4.491  0.37
H -1.788 -1.014 -5.725  0.44
H 1.198 -0.583 -6.358  0.50
H 0.457 -2.145 -6.124  0.48
H 1.868 -1.696 -5.153  0.41
H 1.686 1.280 -5.549  0.38
H 2.527 3.268 -4.406  0.46
H 1.981 3.675 -2.024  0.58
H -1.310 3.869 -1.854  0.61
H -3.740 4.191 -2.138  0.49
H -5.340 2.798 -0.869  0.45
H -4.508 1.037 0.665  0.59
H -2.146 0.693 0.950  0.19
H 3.009 2.674 0.397  0.41
H 4.160 4.718 1.119  0.50
H 2.866 6.791 1.546  0.43
H 0.407 6.783 1.264  0.45
H -0.756 4.739 0.562  0.45
H -1.460 -4.369 -0.801  0.58
H -1.383 -5.002 -3.187  0.45
H -0.651 -3.383 -4.874  0.38
H -0.827 -4.387 2.482  0.46
H 0.896 -6.013 3.078  0.50
H 3.150 -5.879 2.069  0.46
H 3.661 -4.089 0.426  0.48
H 1.947 -2.438 -0.168  0.49
H -1.995 -2.903 3.228  0.46
H -4.328 -3.216 3.843  0.47
H -6.133 -2.698 2.231  0.43
H -5.559 -1.844 -0.020  0.52
H -3.216 -1.577 -0.680  0.45
N 0.173 3.781 4.906  -0.40
C 0.546 2.924 3.962  1.02
N 1.834 2.625 3.844  -0.17
S -0.674 2.253 2.955  -0.39
H 0.835 4.215 5.529  0.20
H -0.806 3.969 5.045  0.24
H 2.538 3.094 4.392  0.26
H 2.140 2.108 3.036  -0.16

The relative energy (zero: lowest compared OMol25 entry of this formula, charge and spin) comes out at 22.10 kJ/mol. The total charge is +2. The orbital gap (alpha / beta) comes out at 0.24230 / 0.27422 Ha. Its expectation value of S² is 3.887. The spin multiplicity is 4. As for the maximum force: 0.0106 Eh/bohr.